No. 1
42
Properties=species:S:1:pos:R:3:forces:R:3 method="wB97M-V/def2-TZVPD" total_charge=-2 de_lowest_kj_mol=214.7 max_force_ev_per_a=15.9 homo_lumo_gap_ev=1.7 e_homo_ev=2.15 multiplicity=1
Li -7.838500 -57.115332 1.452071 -0.27 1.39 -1.14
P -8.849253 -55.312870 0.441203 -1.24 9.64 0.39
O -9.106012 -56.616204 0.045996 -5.47 -13.26 -6.84
O -9.624897 -54.090116 -0.121199 0.55 -1.15 0.31
O -7.397104 -55.377844 0.379343 9.31 2.20 -2.43
O -8.887535 -55.581699 1.892652 -2.64 0.45 9.66
C -3.172031 -58.586788 6.272455 -3.09 -4.02 -3.44
O -4.296027 -58.460233 5.357996 2.96 -4.15 -1.32
C -5.176333 -57.589040 5.503584 -4.12 4.12 2.93
O -5.274734 -56.909120 6.538508 0.36 -0.47 -1.31
O -6.056293 -57.553183 4.500889 0.35 -0.09 -0.47
C -7.153615 -56.610100 4.639428 -1.78 -1.31 3.87
H -3.369452 -58.455220 7.221716 -2.04 0.27 4.96
H -2.669119 -57.797030 6.057649 4.46 4.46 -1.72
H -2.770632 -59.578648 6.111343 0.39 0.22 -0.37
H -7.676029 -56.886118 5.700989 1.44 1.05 -2.15
H -8.004500 -56.708997 3.982295 0.55 -0.48 -1.25
H -6.837082 -55.594095 4.606016 0.46 0.57 0.06
C -14.445529 -60.811013 3.984939 -0.49 -0.32 0.36
O -13.028493 -60.576714 4.031908 -0.58 -4.49 2.71
C -12.531929 -59.637508 3.370313 0.89 7.47 -6.25
O -13.184968 -58.933190 2.538204 1.05 -2.22 2.34
O -11.223855 -59.358385 3.546808 -1.41 -3.36 4.37
C -10.494674 -58.385558 2.875714 -3.10 1.98 -5.14
H -14.881118 -61.186008 3.055029 0.71 0.98 -0.59
H -14.841261 -59.879311 4.344744 -0.92 0.23 -0.30
H -14.806921 -61.642417 4.629875 1.33 0.60 0.44
H -9.465610 -58.207037 3.049129 0.80 -0.60 1.36
H -11.018313 -57.355811 2.796460 0.89 -1.70 0.29
H -10.585778 -58.856228 1.851162 0.78 1.56 0.29
C -8.318577 -59.577947 -0.914567 5.12 0.67 -2.55
O -7.383971 -60.488165 -0.153266 -2.72 -1.64 -2.92
C -6.742738 -59.995380 0.796689 0.85 4.99 3.07
O -6.913808 -58.874857 1.295361 -0.13 -1.55 -0.31
O -5.728902 -60.739005 1.201928 -0.55 -1.92 -1.52
C -5.019396 -60.406269 2.314686 2.84 -1.72 2.67
H -8.726421 -60.120953 -1.773370 1.08 -0.30 -0.07
H -7.649145 -58.640531 -1.159062 -1.75 -1.73 0.20
H -9.153689 -59.249135 -0.489883 -2.97 1.47 3.24
H -3.958201 -60.841336 2.138077 -1.74 0.14 0.48
H -5.446112 -60.817990 3.310432 0.47 0.48 -1.73
H -4.771326 -59.395651 2.488572 -0.60 1.53 -0.20



No. 2
42
Properties=species:S:1:pos:R:3:forces:R:3 method="wB97M-V/def2-TZVPD" total_charge=-1 de_lowest_kj_mol=0.0 max_force_ev_per_a=5.8 homo_lumo_gap_ev=5.1 e_homo_ev=-2.86 multiplicity=1
Mg -4.740476 4.976254 25.031901 -0.42 0.08 -2.62
P -4.651356 4.174077 27.068660 -3.22 -4.57 -1.60
O -4.800092 3.275827 28.263025 1.23 1.92 0.98
O -5.563121 5.408920 26.728241 0.01 2.05 2.10
O -5.324753 3.270944 25.871477 0.19 -0.43 -0.39
O -3.361467 4.540111 26.282227 2.25 0.40 1.74
C -3.192928 4.589630 20.862940 -0.69 0.08 0.48
O -3.084040 3.259500 21.353698 0.33 -0.24 -0.27
C -3.612269 3.027723 22.557764 -0.76 -0.72 0.39
O -4.146326 3.850018 23.244865 0.07 1.25 -0.08
O -3.556610 1.750256 22.829797 0.66 -0.92 -0.74
C -4.401974 1.216062 23.872094 -1.08 1.11 0.46
H -2.396251 5.203492 21.280354 0.17 0.03 -0.34
H -4.144415 5.030049 21.176372 0.07 -0.10 0.10
H -3.219161 4.515172 19.780681 0.48 0.08 -0.04
H -3.826967 0.891854 24.730123 0.25 -0.09 -0.15
H -5.055891 0.446243 23.465064 0.50 -0.26 -0.29
H -5.050260 2.023797 24.234954 0.27 -0.09 0.41
C -3.413682 8.122501 22.076902 -0.47 -0.52 -0.34
O -2.388720 8.080273 23.044655 0.53 0.53 -0.38
C -2.586391 7.302189 24.111143 -0.30 0.05 0.07
O -3.551413 6.586564 24.232247 -0.04 0.05 -0.03
O -1.588074 7.511696 24.919870 0.70 0.60 0.38
C -1.486940 6.783595 26.156906 -0.62 -1.13 0.30
H -3.635497 7.118760 21.712375 -0.19 0.03 0.20
H -3.068702 8.691031 21.217914 0.25 0.25 0.23
H -4.317534 8.570958 22.488694 0.01 -0.02 -0.01
H -0.737670 7.181689 26.836403 0.21 0.59 -0.63
H -1.240426 5.758111 25.902865 -0.09 -0.14 0.20
H -2.438058 6.754812 26.677994 -0.19 -0.07 -0.16
C -8.021495 4.195557 25.180167 -0.26 0.04 1.68
O -8.402093 4.872521 23.962153 -0.08 -0.23 -0.51
C -7.437240 5.510606 23.359308 -0.67 -0.15 0.49
O -6.278323 5.517993 23.687655 0.61 0.48 -0.43
O -7.948067 6.205513 22.333280 0.05 -0.15 0.07
C -7.067641 7.094132 21.673575 -0.13 0.44 -0.65
H -7.445539 4.867869 25.820790 0.21 -0.04 -0.14
H -7.428652 3.284570 25.106861 0.16 0.19 -0.65
H -8.943349 3.983548 25.723510 -0.18 0.00 -0.40
H -7.712811 7.804488 21.156180 -0.03 0.06 0.16
H -6.492029 6.604508 20.884646 0.17 -0.26 0.29
H -6.415004 7.629095 22.358693 0.03 -0.18 0.10